The following is a DFT calculation (ωB97M-V with the def2-TZVPD basis set) of one molecule with the formula C3H4O2.

Energy above the lowest of the compared OMol25 structures with the same formula, charge and spin in kJ/mol: 248.30
Molar mass in g mol⁻¹: 72.06
HOMO level in eV: -10.351
E_LUMO in Eh: 0.0101
Total charge: 0

Each line ends with the natural charge from an NBO analysis.
Cartesian coordinates (Å):
O (-2.15839, 1.27436, -0.11641)  -0.507
C (-1.30681, 0.35236, -0.30490)  0.403
C (0.17107, 0.51282, 0.09616)  -0.074
C (1.04889, -0.67589, 0.20955)  -0.089
O (1.15791, 0.10592, -0.92345)  -0.447
H (-1.60067, -0.74953, -0.74442)  0.123
H (0.29803, 1.27852, 0.85212)  0.210
H (1.86486, -0.53610, 0.93234)  0.196
H (0.52512, -1.56246, -0.00100)  0.184

The following is a DFT calculation (ωB97M-V with the def2-TZVPD basis set) of C3H4O2 as an isolated structure.

Energy above the lowest of the compared OMol25 structures with the same formula, charge and spin in kJ/mol: 64.12
Molar mass in g mol⁻¹: 72.06
HOMO level in eV: -10.644
E_LUMO in Eh: 0.0318
Total charge: 0

Each line ends with the natural charge from an NBO analysis.
Cartesian coordinates (Å):
C (-1.10422, -0.27126, -0.06707)  0.792
C (-0.04155, 0.74771, -0.01621)  -0.563
C (0.89714, -0.41435, -0.02143)  -0.075
H (-0.17764, 1.25814, 0.95084)  0.246
H (-0.06715, 1.46367, -0.79503)  0.243
H (1.50244, -0.68838, -0.91131)  0.195
H (1.51338, -0.44653, 0.84143)  0.188
O (-2.27543, -0.30689, -0.00680)  -0.535
O (-0.24696, -1.34211, 0.02559)  -0.491

The following is a DFT calculation (ωB97M-V with the def2-TZVPD basis set) of one molecule with the formula C3H4O2.

Energy above the lowest of the compared OMol25 structures with the same formula, charge and spin in kJ/mol: 206.31
Molar mass in g mol⁻¹: 72.06
HOMO level in eV: -8.632
E_LUMO in Eh: 0.0390
Total charge: 0

Each line ends with the natural charge from an NBO analysis.
Cartesian coordinates (Å):
C (0.23332, 1.01636, -0.52001)  -0.018
C (-0.72263, 0.83698, 0.30383)  0.053
O (-0.78139, -0.49152, 0.81706)  -0.509
C (0.46112, -1.00338, 0.20875)  0.218
O (0.75645, -0.21184, -0.85770)  -0.496
H (0.26607, 1.82991, -1.22541)  0.217
H (-1.46158, 1.61751, 0.64657)  0.217
H (0.27619, -2.04160, -0.11024)  0.186
H (1.28795, -0.87874, 1.05883)  0.132

The following is a DFT calculation (ωB97M-V with the def2-TZVPD basis set) of one molecule with the formula C3H4O2S.

Energy above the lowest of the compared OMol25 structures with the same formula, charge and spin in kJ/mol: 187.89
Molar mass in g mol⁻¹: 104.13
HOMO level in eV: -9.472
E_LUMO in Eh: -0.0322
Total charge: 0

Each line ends with the natural charge from an NBO analysis.
Cartesian coordinates (Å):
C (1.33041, -0.41934, -0.37722)  -0.262
O (0.73637, 0.75375, 0.05317)  -0.504
C (-0.45253, 0.72675, 0.70048)  0.096
S (-0.82018, 1.41879, 2.09070)  0.085
C (-1.50989, -0.01992, -0.12042)  0.339
O (-1.60854, 0.22142, -1.29893)  -0.477
H (0.96719, -0.63106, -1.35817)  0.192
H (2.36032, -0.13224, -0.49432)  0.207
H (1.24264, -1.32003, 0.30268)  0.184
H (-2.24579, -0.59812, 0.50203)  0.139

The following is a DFT calculation (ωB97M-V with the def2-TZVPD basis set) of one molecule with the formula C3H4O2S.

Energy above the lowest of the compared OMol25 structures with the same formula, charge and spin in kJ/mol: 95.53
Molar mass in g mol⁻¹: 104.13
HOMO level (spin up / spin down) in eV: -8.842 / -8.842
E_LUMO (spin up / spin down) in Eh: -0.0104 / -0.0104
Total charge: 0

Each line ends with the natural charge from an NBO analysis.
Cartesian coordinates (Å):
O (2.11505, 0.62494, -0.47431)  -0.567
C (1.16154, 0.07404, 0.01181)  0.802
O (1.21200, -0.59508, 1.14671)  -0.662
C (-0.32222, 0.03094, -0.49597)  -0.605
C (-0.88788, 1.31108, -1.01282)  -0.240
S (-0.24553, 2.77315, -0.73385)  0.088
H (2.10257, -0.76891, 1.21587)  0.488
H (-0.92480, -0.33292, 0.33561)  0.259
H (-0.60591, -0.74561, -1.16777)  0.250
H (-1.78836, 1.09880, -1.50355)  0.186

The following is a DFT calculation (ωB97M-V with the def2-TZVPD basis set) of C3H4O2V as an isolated structure.

⟨S²⟩: 6.037
Energy above the lowest of the compared OMol25 structures with the same formula, charge and spin in kJ/mol: 8.63
Molar mass in g mol⁻¹: 123.01
HOMO level (spin up / spin down) in eV: -13.744 / -13.966
E_LUMO (spin up / spin down) in Eh: -0.2092 / -0.2342
Spin multiplicity: 5
Total charge: +1

Each line ends with the natural charge from an NBO analysis.
Cartesian coordinates (Å):
H (-1.92559, -1.15677, -0.50348)  -0.318
O (0.40037, 0.77954, 0.61021)  -0.520
O (-0.03295, 1.25661, -1.56608)  -0.586
C (0.09247, -0.53465, 0.42913)  0.279
C (0.63211, -1.37269, 1.48759)  -0.787
C (0.35645, 1.55411, -0.48646)  0.919
H (-0.12324, -2.13379, 1.74133)  0.295
H (1.45177, -1.96069, 1.02665)  0.299
H (1.06076, -0.82417, 2.33460)  0.264
V (-0.58320, -0.90592, -1.58197)  1.155

The following is a DFT calculation (ωB97M-V with the def2-TZVPD basis set) of one molecule with the formula C3H4O3.

Energy above the lowest of the compared OMol25 structures with the same formula, charge and spin in kJ/mol: 373.69
Molar mass in g mol⁻¹: 88.06
HOMO level in eV: -9.582
E_LUMO in Eh: -0.0070
Total charge: 0

Each line ends with the natural charge from an NBO analysis.
Cartesian coordinates (Å):
O (2.09984, 0.24701, -0.20100)  -0.694
C (0.89130, -0.36106, 0.13911)  -0.196
C (-0.22320, 0.65257, 0.16675)  0.787
O (-0.07278, 1.83441, 0.20946)  -0.515
C (-1.83247, -0.77362, -0.66667)  0.112
O (-1.53665, 0.13787, 0.24069)  -0.504
H (2.01950, 1.19037, 0.00493)  0.486
H (0.64701, -1.14822, -0.57901)  0.237
H (0.91788, -0.82124, 1.14297)  0.198
H (-2.91041, -0.95807, -0.45723)  0.087

The following is a DFT calculation (ωB97M-V with the def2-TZVPD basis set) of one molecule with the formula C3H4O3.

Energy above the lowest of the compared OMol25 structures with the same formula, charge and spin in kJ/mol: 326.96
Molar mass in g mol⁻¹: 88.06
HOMO level in eV: -9.165
E_LUMO in Eh: 0.0167
Total charge: 0

Each line ends with the natural charge from an NBO analysis.
Cartesian coordinates (Å):
O (-1.90042, 0.54390, 1.21048)  -0.463
C (-0.80937, 0.21664, 0.81960)  0.557
C (0.60135, 0.32435, 0.81295)  -0.600
C (-0.12011, -0.26188, -0.43639)  0.409
O (-0.04927, 0.62354, -1.54262)  -0.707
O (-0.12919, -1.54781, -0.69583)  -0.685
H (1.24423, 1.20441, 0.67089)  0.263
H (1.13340, -0.32456, 1.54157)  0.250
H (-0.72061, 1.28112, -1.50774)  0.485
H (0.75000, -2.05970, -0.87292)  0.490